{
  "formula": "C4H6N2S2",
  "method": "ωB97M-V with the def2-TZVPD basis set",
  "total_energy_ha": -1061.83357,
  "orbital_gap_ev": 8.5,
  "e_above_lowest_kj_mol": 216.85,
  "lumo_energy_ha": 0.0136,
  "max_force_ev_per_a": 3.8,
  "multiplicity": 1,
  "smiles": "S=C1NS[C@@H]2CN[C@H]12",
  "elements": ["S", "C", "N", "S", "C", "C", "N", "C", "H", "H", "H", "H", "H", "H"],
  "positions_angstrom": [[2.5191, 1.8478, 0.1801], [1.4426, 0.5999, 0.2807], [1.8659, -0.6164, 0.4487], [0.6606, -1.8943, 0.6338], [-0.7687, -0.5776, 0.5991], [-1.4182, -0.5680, -0.7441], [-0.5308, 0.6296, -1.0325], [-0.0750, 0.7293, 0.3184], [2.8810, -0.8576, 0.5266], [-1.3140, -0.6305, 1.5035], [-1.2736, -1.4234, -1.3539], [-2.5152, -0.3508, -0.7546], [-1.0685, 1.4537, -1.3741], [-0.4052, 1.6583, 0.7683]],
  "forces_ev_per_a": [[-0.254, 0.416, -0.219], [0.496, 1.935, 1.020], [0.351, -2.758, 0.267], [-0.577, 1.378, 0.226], [2.022, -1.973, 1.226], [-0.917, 2.032, -0.183], [-2.217, 0.345, -3.050], [1.100, 0.262, -0.480], [-1.479, 0.487, -0.224], [-0.679, -0.429, 0.780], [0.407, -0.679, -0.652], [0.757, 0.052, 0.242], [0.830, -0.935, 0.284], [0.159, -0.133, 0.763]]
}